# 1
Density functional theory data (ωB97M-V/def2-TZVPD) for 2 unconnected molecules or ions with the total composition C3H13N2 in a non-equilibrium geometry.

Structure (XYZ):
```
18
Properties=species:S:1:pos:R:3:forces:R:3:lowdin_charge:R:1
C -2.099878 -0.108004 0.692768 0.7 -0.6 -2.1 -0.124
N -0.896001 -0.076555 1.518595 -0.5 0.5 2.7 -0.081
H -2.967118 -0.653287 1.116969 0.7 0.0 -0.5 0.097
H -2.410420 0.900241 0.483427 -0.2 0.5 0.1 0.072
H -1.685470 -0.481681 -0.355025 -1.6 0.2 2.0 0.112
H -0.766688 -0.977539 1.970741 0.1 -0.2 -0.2 0.104
H -0.973577 0.559181 2.352495 -0.2 -0.6 -1.2 0.136
H 0.181214 0.259579 0.542702 -0.6 -0.2 0.3 0.021
C 1.401413 -1.132372 -0.493050 0.7 1.7 1.9 -0.002
N 0.983789 0.278847 -0.155075 1.2 -0.2 -3.0 -0.084
C 0.792896 1.076140 -1.457613 -0.5 0.9 2.3 0.005
H 0.698092 -1.564791 -1.120058 -1.3 -0.8 -1.1 0.071
H 2.383352 -1.120750 -0.961874 0.0 -0.1 0.2 0.110
H 1.360870 -1.553548 0.500099 0.5 -1.1 -0.1 0.096
H 1.768934 0.675389 0.356729 0.0 0.3 -0.1 0.160
H 1.834098 1.282713 -1.695803 -0.4 0.0 -1.2 0.098
H 0.321886 2.022807 -1.131744 0.3 -0.3 -0.4 0.100
H 0.072607 0.613630 -2.164281 1.1 -0.2 0.4 0.111
```
Positions in Å, forces in eV/Å.

Output
net charge: +1
E_HOMO: -14.72 eV
electronic energy: -6294.9886 eV
LUMO level: -2.98 eV
ΔE to the lowest compared entry with this formula, charge and spin: 157.1 kJ/mol
maximum force: 3.2 eV/Å

---

# 2
Density functional theory data (ωB97M-V/def2-TZVPD) for 2 unconnected molecules or ions with the total composition C3H13N2O in a non-equilibrium geometry.

Structure (XYZ):
```
19
Properties=species:S:1:pos:R:3:forces:R:3:lowdin_charge:R:1
C 1.412324 -0.893528 -0.097781 0.1 -1.9 -0.3 -0.335
N 2.515224 -1.000731 0.871461 0.1 -0.9 0.7 -0.027
C 0.120778 -0.420813 0.472845 -1.6 1.4 -0.2 -0.242
N 0.253787 1.045010 0.726692 0.8 0.9 0.0 -0.131
C -0.518265 1.794656 -0.288859 0.1 1.1 -1.3 -0.204
H 1.095581 -1.903461 -0.384441 0.5 -0.2 -0.7 0.106
H 1.613290 -0.287067 -1.016749 0.3 -0.6 0.9 0.117
H 2.526838 -1.946591 1.340687 -0.3 1.5 -0.8 0.091
H 3.458026 -0.879077 0.508032 -0.5 0.2 -0.3 0.056
H -0.317594 -0.872867 1.387336 0.8 -0.1 -0.6 0.117
H -0.664134 -0.432925 -0.325157 0.6 -0.8 0.8 0.098
H -0.183096 1.275459 1.640637 0.2 0.3 0.7 0.039
H 1.329934 1.308688 0.677361 -1.3 0.1 0.3 0.089
H -1.581579 1.623286 -0.067076 0.3 0.6 0.1 0.067
H -0.335814 1.258333 -1.211043 0.1 0.1 -0.5 0.059
H -0.197190 2.884840 -0.504768 -0.5 -1.7 1.1 0.088
H -2.878099 -0.216868 -2.167467 -0.5 -0.3 0.8 0.046
H -4.135435 -0.431450 -1.232041 1.6 -0.2 -0.2 0.066
O -3.150353 -0.571517 -1.293701 -1.1 0.5 -0.6 -0.102
```
Positions in Å, forces in eV/Å.

Output
net charge: 0
multiplicity: 2
E_HOMO (spin up / spin down): -2.92 / -9.60 eV
electronic energy: -8345.1444 eV
LUMO level (spin up / spin down): 0.50 / 0.42 eV
<S²>: 0.751
ΔE to the lowest compared entry with this formula, charge and spin: 134.4 kJ/mol
maximum force: 2.1 eV/Å

---

# 3
Density functional theory data (ωB97M-V/def2-TZVPD) for 2 unconnected molecules or ions with the total composition C3H13N2O in a non-equilibrium geometry.

Structure (XYZ):
```
19
Properties=species:S:1:pos:R:3:forces:R:3:lowdin_charge:R:1
C 2.699787 -1.344412 0.903906 0.3 0.3 0.3 -0.163
C 1.295491 -1.665385 0.402213 -0.3 0.4 0.2 -0.303
N 0.372620 -0.520019 0.765991 2.2 -0.9 -0.3 0.089
H 3.359635 -2.199822 0.664110 -0.2 0.4 0.2 0.074
H 3.094250 -0.426668 0.390793 -0.3 -0.8 0.5 0.074
H 2.713306 -1.164429 2.014210 0.0 -0.2 -1.1 0.066
H 1.270655 -1.755853 -0.679530 0.0 0.0 -0.1 0.098
H 0.876904 -2.581753 0.814999 0.0 0.1 0.2 0.090
H 0.310907 -0.388346 1.760402 -0.3 -0.2 1.7 0.010
H -0.543183 -0.498272 0.374304 -1.7 -0.3 -0.8 0.038
H 0.827718 0.325288 0.468971 0.4 1.2 -0.7 0.073
N -2.089796 0.168310 -0.510912 0.1 0.1 -0.1 -0.044
C -1.762097 1.586443 -0.494427 0.5 0.7 -0.5 -0.376
O -0.426085 1.781765 -1.064092 -1.4 0.3 2.3 -0.105
H -2.985054 0.010598 -0.083693 -0.4 0.0 0.6 0.063
H -2.199806 -0.180738 -1.445259 0.1 -0.1 -0.6 0.063
H -2.502899 2.243546 -1.048113 0.8 -0.7 0.6 0.121
H -1.724250 1.857991 0.584055 0.2 0.2 -0.8 0.094
H -0.468365 1.506425 -1.958219 0.0 -0.4 -1.5 0.037
```
Positions in Å, forces in eV/Å.

Output
net charge: 0
multiplicity: 2
E_HOMO (spin up / spin down): -2.61 / -10.51 eV
electronic energy: -8345.8626 eV
LUMO level (spin up / spin down): 0.93 / 0.65 eV
<S²>: 0.751
ΔE to the lowest compared entry with this formula, charge and spin: 65.1 kJ/mol
maximum force: 2.7 eV/Å

---

- The lowest electronic energy belongs to which entry?
  number 3